Here is 2 unconnected molecules or ions with the total composition C3H5O3 at a distorted geometry from the OMol25 dataset. Energies are from wB97M-V/def2-TZVPD.

Each line ends with the Mulliken charge.
CARTESIAN COORDINATES (ANGSTROEM)
O -2.57898 1.73245 -1.00720  -0.568
C -1.91294 0.94391 -0.29838  0.131
C -0.50141 0.58305 -0.46044  -0.925
H -2.45343 0.50446 0.47972  0.414
H 0.12124 0.89722 0.31156  0.314
H -0.14819 1.10209 -1.30244  0.333
H -0.35741 -0.47601 -0.56767  0.282
O 1.13482 -0.77677 1.53551  -0.700
C 2.00354 -1.25651 0.65922  0.001
O 1.94676 -1.29448 -0.57046  -0.607
H 2.74601 -1.95943 1.22058  0.326

**Energy relative to the best compared isomer or geometry (same formula, charge and spin)**: 18.41 kcal per mole
**E_tot**: -343.05875 hartree
**Total charge**: -1